Record 1
Density functional theory data (ωB97M-V/def2-TZVPD) for a cluster of 5 separate species, C28H29O19P2 in total.

Geometry as XYZ:
```
78
Properties=species:S:1:pos:R:3:forces:R:3
C 1.064 3.044 -2.439 -0.54 -1.28 0.65
C 1.388 1.547 -2.747 0.18 1.84 -0.20
O 0.305 0.711 -2.316 0.96 -0.43 0.20
C 0.808 -0.606 -2.064 -0.46 0.47 0.00
C 0.959 -0.703 -0.517 -1.48 1.26 -0.67
O 1.625 -1.904 -0.040 2.67 -0.01 -0.96
P 3.155 -2.097 -0.631 -2.71 0.21 0.06
P 4.667 -2.557 0.877 4.70 -2.21 -0.11
O 5.896 -3.002 0.082 -2.34 1.26 0.52
H 1.854 3.726 -2.795 -0.41 -0.38 0.10
H 0.960 3.119 -1.329 0.14 0.26 -0.91
H 0.081 3.273 -2.888 0.54 0.16 0.10
H 1.543 1.432 -3.842 0.07 -0.26 0.64
H 2.331 1.319 -2.193 -0.49 -0.20 -0.40
H 1.757 -0.692 -2.631 -0.36 -0.48 0.35
H 0.063 -1.324 -2.452 0.45 0.13 0.29
H 1.422 0.239 -0.145 0.16 -0.77 -0.11
H -0.065 -0.718 -0.094 0.69 -0.27 -0.07
H 3.102 -3.180 -1.562 0.34 0.47 0.47
H 3.564 -0.932 -1.331 0.01 -0.39 0.20
H 4.267 -3.683 1.655 -0.63 1.01 -0.11
H 4.972 -1.442 1.723 -0.95 -0.13 -0.36
C 1.785 -6.471 2.711 0.13 -0.03 0.05
C 1.451 -5.332 2.108 0.65 -0.11 0.34
C 0.101 -5.128 1.508 -0.76 -0.42 -0.10
O -0.155 -4.059 0.984 0.40 0.28 -0.03
C -0.854 -6.230 1.573 0.19 0.52 -0.14
C -0.523 -7.377 2.175 -0.94 -0.36 -0.24
C 0.818 -7.572 2.799 0.50 0.07 0.17
O 1.073 -8.619 3.350 -0.22 -0.09 -0.07
O -1.378 -8.405 2.247 0.80 0.40 0.16
O 2.327 -4.293 2.009 -0.85 -0.21 -0.31
H 2.760 -6.629 3.152 -0.03 -0.02 0.02
H -1.823 -6.075 1.119 0.00 -0.01 0.02
H -0.905 -9.107 2.727 -0.09 -0.18 0.05
H 1.832 -3.594 1.537 -0.34 -0.02 0.18
C 0.380 6.575 1.024 0.20 -0.52 -0.11
C -0.559 7.387 1.517 0.56 0.80 -0.28
C -1.800 6.852 2.152 -0.42 -0.60 0.19
O -2.618 7.627 2.603 0.16 0.29 -0.09
C -1.978 5.400 2.198 -0.12 0.33 0.11
C -1.040 4.591 1.703 -0.57 -0.56 0.25
C 0.212 5.126 1.092 0.36 0.73 -0.17
O 1.050 4.346 0.669 -0.15 -0.34 0.12
O -1.173 3.251 1.727 0.35 0.52 -0.13
O -0.434 8.721 1.467 -0.39 -0.70 0.20
H 1.284 6.951 0.564 -0.01 0.02 0.02
H -2.887 5.024 2.644 0.03 -0.06 -0.04
H -0.365 2.908 1.312 0.10 -0.07 -0.06
H -1.238 9.074 1.887 -0.06 0.16 0.04
C 4.622 -3.937 -6.239 -0.12 -0.13 -0.20
C 4.575 -3.031 -5.261 0.72 -0.31 0.20
C 3.453 -2.051 -5.157 -0.70 0.16 -0.60
O 3.438 -1.250 -4.230 0.28 -0.19 0.46
C 2.411 -2.086 -6.176 0.27 0.31 0.64
C 2.459 -2.991 -7.160 -0.93 0.38 -0.47
C 3.565 -3.990 -7.250 0.69 -0.34 0.20
O 3.557 -4.803 -8.148 -0.30 0.12 -0.14
O 1.518 -3.045 -8.108 0.76 -0.28 0.44
O 5.538 -2.958 -4.320 -0.68 0.13 -0.23
H 5.428 -4.653 -6.323 0.00 0.02 0.01
H 1.614 -1.360 -6.099 0.00 -0.02 -0.04
H 1.779 -3.779 -8.694 -0.09 -0.07 -0.17
H 5.279 -2.226 -3.738 0.15 0.17 0.05
C -7.741 4.169 4.003 -0.11 -0.03 0.36
C -6.788 3.995 3.084 -0.64 0.30 -0.58
C -5.432 3.490 3.449 0.41 -0.24 0.63
O -4.600 3.329 2.573 -0.17 0.14 -0.27
C -5.158 3.211 4.858 0.16 0.02 -0.49
C -6.110 3.388 5.778 0.68 -0.29 0.68
C -7.474 3.868 5.410 -0.54 0.27 -0.55
O -8.312 3.996 6.279 0.21 -0.10 0.29
O -5.887 3.144 7.078 -0.46 0.22 -0.62
O -7.002 4.264 1.784 0.44 -0.24 0.56
H -8.727 4.532 3.750 0.02 -0.01 -0.01
H -4.167 2.862 5.112 -0.02 -0.01 0.02
H -6.726 3.347 7.528 -0.07 0.00 0.15
H -6.166 4.055 1.335 0.06 0.00 -0.15
```
Forces are in eV/Å.

* charge: +1
* strongest force on any atom: 0.10097 Eh/bohr
* LUMO: -4.6 eV

=====

Record 2
Density functional theory data (ωB97M-V/def2-TZVPD) for a structure of composition C28H30BFN11O3Pd.

Geometry as XYZ:
```
75
Properties=species:S:1:pos:R:3:forces:R:3
Pd -0.235 -0.326 -0.405 -0.01 -0.03 -0.01
C -0.133 -1.535 3.745 0.00 -0.02 -0.01
C -0.593 -0.665 2.759 0.00 0.01 -0.02
N -0.036 -0.961 1.591 0.03 0.00 -0.03
N 0.793 -2.012 1.784 -0.05 0.03 0.08
C 0.733 -2.374 3.085 0.03 -0.01 0.01
B 1.524 -2.692 0.601 -0.02 -0.02 -0.01
N 0.504 -3.273 -0.392 -0.03 0.05 0.00
C 0.361 -4.462 -1.016 0.02 0.02 0.03
C -0.618 -4.345 -1.975 -0.04 -0.03 -0.05
C -1.038 -3.021 -1.896 -0.02 0.06 0.04
N -0.364 -2.383 -0.943 0.09 -0.09 -0.05
N 2.423 -1.686 -0.159 0.03 0.00 -0.03
C 3.629 -1.836 -0.753 0.00 0.02 0.00
C 3.881 -0.736 -1.540 0.01 -0.03 0.00
C 2.741 0.054 -1.410 0.02 0.01 0.01
N 1.878 -0.522 -0.583 -0.02 0.01 0.01
N 2.436 -3.796 1.237 0.04 0.01 0.00
C 3.602 -3.665 1.796 -0.03 -0.02 -0.02
C 3.956 -4.939 2.379 0.02 -0.01 0.03
C 2.831 -5.769 2.091 0.01 0.01 -0.01
N 1.928 -5.114 1.430 -0.01 0.00 0.02
H -0.398 -1.556 4.787 0.00 -0.01 0.00
H -1.293 0.150 2.840 0.00 0.00 -0.01
H 1.292 -3.210 3.470 0.00 0.01 0.00
H 0.939 -5.321 -0.730 0.00 0.00 0.00
H -0.982 -5.115 -2.632 0.00 0.00 0.00
H -1.791 -2.508 -2.471 0.01 0.00 0.00
H 4.236 -2.712 -0.601 0.00 0.00 -0.01
H 4.761 -0.538 -2.126 0.00 0.00 0.00
H 2.508 1.000 -1.872 0.00 0.00 0.00
H 4.155 -2.738 1.810 0.00 0.00 0.01
H 4.863 -5.182 2.911 0.00 0.00 0.00
H 2.681 -6.806 2.354 0.00 0.00 0.00
C -2.858 6.351 -4.521 0.00 0.00 0.00
C -3.801 5.249 -4.072 0.00 0.01 -0.01
N -3.214 4.400 -2.999 0.01 0.01 -0.01
C -2.634 3.238 -3.357 -0.02 -0.01 0.00
C -2.025 2.359 -2.504 -0.01 -0.02 -0.01
C -1.460 1.102 -3.036 0.07 0.04 0.08
O -2.006 0.705 -4.153 -0.01 0.00 -0.04
O -0.573 0.431 -2.536 -0.09 -0.01 -0.02
C -1.950 2.650 -1.093 -0.02 0.06 -0.01
O -1.437 1.945 -0.233 0.00 -0.01 0.03
C -2.584 3.950 -0.704 -0.01 -0.02 -0.08
C -2.563 4.323 0.625 -0.03 0.06 0.05
C -3.142 5.504 1.016 0.01 -0.02 -0.02
F -3.203 5.776 2.300 0.00 0.00 0.00
C -3.773 6.410 0.072 0.01 0.00 0.04
C -3.787 5.995 -1.279 -0.01 0.00 -0.04
C -3.215 4.802 -1.678 0.01 -0.01 0.07
N -4.351 7.563 0.478 -0.01 -0.02 -0.03
C -5.486 8.170 -0.240 0.01 0.00 0.00
C -5.330 9.669 -0.442 0.00 -0.01 0.00
N -5.118 10.341 0.883 0.00 0.00 0.00
C -3.938 9.739 1.590 0.00 0.01 0.00
C -4.103 8.235 1.770 0.00 0.00 0.01
H -3.338 6.939 -5.302 0.00 0.00 0.00
H -1.941 5.934 -4.937 0.00 0.00 0.00
H -2.584 7.024 -3.707 0.00 0.00 0.00
H -4.038 4.580 -4.896 0.01 0.00 0.00
H -4.757 5.625 -3.709 0.00 0.00 0.00
H -2.675 3.024 -4.418 0.00 -0.01 0.00
H -2.116 3.675 1.368 0.00 -0.01 -0.01
H -4.193 6.655 -2.026 0.00 0.01 0.00
H -6.381 7.959 0.356 0.00 0.00 0.00
H -5.639 7.700 -1.204 0.00 0.00 0.00
H -6.227 10.079 -0.903 0.00 0.00 0.00
H -4.468 9.913 -1.062 0.00 0.00 0.00
H -5.961 10.269 1.462 0.00 0.00 0.00
H -4.962 11.346 0.744 0.00 0.00 0.00
H -3.837 10.213 2.565 0.00 0.00 0.00
H -3.060 9.977 0.990 0.00 0.00 0.00
H -4.927 8.006 2.453 0.00 0.00 0.00
H -3.185 7.879 2.222 0.00 0.00 0.00
```
Forces are in eV/Å.

* charge: +4
* strongest force on any atom: 0.00260 Eh/bohr
* spin multiplicity: 6
* LUMO (spin up / spin down): -10.4 / -13.7 eV
* ΔE to the lowest compared entry with this formula, charge and spin: 0.00 kJ/mol

=====

Record 3
Density functional theory data (ωB97M-V/def2-TZVPD) for a structure of composition C28H30BHfN9.

Geometry as XYZ:
```
69
Properties=species:S:1:pos:R:3:forces:R:3
Hf -3.981 15.446 6.650 1.28 -4.17 0.07
C -3.667 15.888 2.823 -0.54 -0.08 0.34
C -4.234 16.879 3.773 0.54 -0.71 0.87
C -5.157 17.880 3.600 -1.33 0.51 1.14
C -5.357 18.443 4.879 1.70 -0.22 -0.25
N -4.432 17.889 5.740 -2.54 1.77 -0.63
N -3.827 16.819 5.091 0.08 1.07 -1.44
B -4.368 18.180 7.295 3.34 -2.61 -1.60
N -5.028 16.860 7.861 -1.94 0.82 1.41
C -5.106 16.359 9.152 -1.64 -2.07 0.01
C -6.052 15.317 9.198 1.03 2.64 -2.88
C -6.656 15.296 7.852 0.68 1.82 1.52
C -8.004 14.846 7.408 0.31 -0.45 0.22
N -5.984 16.171 7.040 -0.79 0.18 1.15
N -2.830 17.875 7.661 0.93 0.91 -0.95
C -1.825 18.655 7.111 0.29 -2.94 -0.37
C -0.759 17.833 6.725 -1.29 0.14 0.93
C -1.101 16.525 7.199 0.23 2.00 -0.09
C -0.171 15.378 7.381 -1.61 -1.40 -0.83
N -2.377 16.563 7.650 -0.08 -0.44 0.29
N -4.649 19.576 7.745 -0.59 1.83 3.60
C -4.115 20.197 8.873 1.54 -1.51 -1.85
C -5.125 20.863 9.546 -0.43 0.69 0.42
C -6.285 20.708 8.680 -1.08 -0.48 -2.08
C -7.630 21.289 8.788 -1.23 -0.53 2.03
N -5.994 20.005 7.616 -0.01 0.15 0.70
H -2.868 16.355 2.265 0.30 -0.01 -0.21
H -4.428 15.527 2.124 0.18 0.08 0.10
H -3.287 15.057 3.420 0.21 -0.11 -0.39
H -5.777 18.052 2.725 0.41 0.17 0.12
H -6.002 19.252 5.231 0.25 -0.35 -0.28
H -4.498 16.713 9.967 0.24 0.18 -0.07
H -6.268 14.702 10.012 -0.44 -0.82 1.14
H -8.688 15.730 7.527 0.67 -0.71 -0.31
H -8.400 14.038 8.037 0.20 0.15 -0.32
H -7.906 14.542 6.362 -0.55 0.07 0.08
H -1.998 19.676 6.953 -0.01 1.27 -0.24
H 0.103 18.104 6.133 0.17 0.10 0.46
H 0.483 15.505 8.224 0.15 0.26 0.51
H 0.450 15.241 6.500 0.05 0.01 -0.09
H -0.785 14.447 7.528 0.79 0.67 -0.08
H -3.041 20.180 9.131 -0.86 -0.37 -0.14
H -5.092 21.401 10.507 0.18 -0.30 -0.63
H -7.636 22.120 9.515 -0.05 -0.30 -0.32
H -8.342 20.485 9.234 1.04 1.27 -0.75
H -8.042 21.636 7.847 0.10 -0.17 -0.21
C -4.310 11.529 10.631 -0.04 0.88 -0.07
C -5.234 11.258 9.592 0.55 0.19 1.02
C -5.118 11.904 8.377 0.44 -0.07 -0.74
C -4.055 12.797 8.114 -0.77 -1.05 1.61
C -3.130 13.049 9.136 -1.14 0.38 0.53
C -3.312 12.502 10.418 -0.74 -1.03 -0.76
N -3.992 13.386 6.837 0.14 2.92 0.16
C -3.217 12.740 5.872 0.67 -1.27 -0.38
C -3.675 12.614 4.552 0.71 0.39 0.23
C -2.875 11.936 3.666 1.41 -1.12 -1.38
C -1.682 11.261 4.030 -0.80 0.68 -0.55
C -1.286 11.339 5.348 -0.23 0.05 0.94
C -2.042 12.068 6.276 0.36 0.11 -0.56
H -4.407 11.069 11.631 0.00 0.21 -0.78
H -6.055 10.576 9.788 0.16 -0.04 -0.18
H -5.768 11.633 7.537 0.03 0.22 0.39
H -2.357 13.784 9.016 0.43 0.19 -0.26
H -2.659 12.805 11.215 0.25 -0.08 0.22
H -4.594 13.041 4.177 -0.29 0.05 0.34
H -3.146 11.872 2.613 -0.21 0.04 0.25
H -1.075 10.717 3.286 -0.57 0.33 0.46
H -0.419 10.790 5.703 0.02 0.15 -0.09
H -1.699 12.117 7.316 -0.28 -0.10 -0.49
```
Forces are in eV/Å.

* charge: +3
* strongest force on any atom: 0.08819 Eh/bohr
* spin multiplicity: 2
* LUMO (spin up / spin down): -9.7 / -13.2 eV
* ΔE to the lowest compared entry with this formula, charge and spin: 246.09 kJ/mol